Molecular formula: C26H31Cl2MoN6O2S
Method: DFT, the ωB97M-V functional and the def2-TZVPD basis

The value obtained for the energy above the lowest of the compared OMol25 structures with the same formula, charge and spin is 29.2 kJ/mol. The net charge is +3. Its expectation value of S² is 2.031. The calculation puts the total energy at -78212.8680 eV. Its HOMO-LUMO gap (spin up / spin down) is 4.62 / 5.50 eV. The spin multiplicity is 3.

```
69
C26H31Cl2MoN6O2S | the Open Molecules 2025 dataset | the ωB97M-V functional and the def2-TZVPD basis
Mo -0.231 -0.886 0.723
O -3.539 -2.437 0.175
C -2.843 -1.478 0.313
O -2.012 -1.266 1.359
C -2.674 -0.384 -0.703
C -3.675 -0.050 -1.595
C -3.435 0.989 -2.462
C -2.221 1.691 -2.398
C -1.982 2.808 -3.240
C -0.837 3.534 -3.118
C 0.111 3.179 -2.133
C -0.073 2.090 -1.324
C -1.236 1.304 -1.448
N -1.477 0.214 -0.634
H -4.608 -0.596 -1.578
H -4.189 1.297 -3.176
H -2.738 3.082 -3.965
H -0.661 4.392 -3.751
H 0.992 3.794 -2.003
H 0.655 1.866 -0.562
Cl -0.960 -3.799 3.080
C 0.768 -3.829 2.995
Cl 1.463 -2.321 2.188
H 1.112 -4.660 2.390
H 1.202 -3.826 3.989
C -3.117 -4.079 -3.132
N -2.344 -3.595 -1.985
C -1.054 -3.376 -2.013
N -0.350 -3.543 -3.125
S -0.150 -3.000 -0.545
H -4.147 -4.210 -2.814
H -2.737 -5.045 -3.467
H -3.086 -3.359 -3.950
H -2.832 -3.430 -1.110
H -0.760 -3.968 -3.945
H 0.655 -3.503 -3.082
N 1.558 -0.332 -0.072
C 2.558 -0.043 -0.588
C 3.779 0.304 -1.173
C 3.785 0.657 -2.539
C 4.984 0.981 -3.133
C 6.157 0.956 -2.380
C 6.148 0.613 -1.028
C 4.962 0.284 -0.411
H 2.858 0.677 -3.098
H 5.016 1.256 -4.178
H 7.095 1.211 -2.854
H 7.069 0.605 -0.464
H 4.935 0.017 0.636
C -0.721 -0.081 3.694
C -0.766 0.984 4.825
N -0.431 2.295 4.299
C -1.391 2.681 3.281
C -1.381 1.651 2.115
N -0.353 0.589 2.393
C 0.982 1.260 2.559
C 0.904 2.277 3.740
H -1.684 -0.564 3.551
H 0.023 -0.845 3.899
H -0.057 0.728 5.612
H -1.759 1.021 5.269
H -1.135 3.672 2.910
H -2.383 2.734 3.726
H -1.127 2.130 1.169
H -2.343 1.151 2.014
H 1.223 1.766 1.624
H 1.730 0.489 2.746
H 1.160 3.275 3.388
H 1.615 2.001 4.518
```

natural (NBO) analysis output, partial charges in e: Mo 1.306; O -0.521; C 0.782; O -0.639; C 0.105; C -0.190; C -0.045; C -0.118; C -0.126; C -0.179; C -0.111; C -0.285; C 0.253; N -0.482; H 0.268; H 0.260; H 0.251; H 0.260; H 0.245; H 0.209; Cl 0.087; C -0.352; Cl 0.070; H 0.259; H 0.264; C -0.449; N -0.521; C 0.398; N -0.742; S -0.026; H 0.262; H 0.235; H 0.223; H 0.457; H 0.435; H 0.436; N -0.567; C 0.629; C -0.210; C -0.132; C -0.203; C -0.077; C -0.197; C -0.124; H 0.233; H 0.257; H 0.257; H 0.261; H 0.239; C -0.263; C -0.251; N -0.376; C -0.251; C -0.258; N -0.442; C -0.259; C -0.248; H 0.241; H 0.213; H 0.231; H 0.235; H 0.227; H 0.235; H 0.211; H 0.224; H 0.207; H 0.216; H 0.230; H 0.232